The following is a DFT calculation (ωB97M-V/def2-TZVPD) of the molecule C27H33FN4O4.

The geometry in XYZ format:
```
69
Properties=species:S:1:pos:R:3:forces:R:3:mulliken_charge:R:1
C -4.931397 -4.145782 1.173480 0.042 0.081 -0.161 -1.69
C -4.247015 -3.837988 -0.161303 -0.261 -0.267 0.036 1.58
C -2.922365 -4.592352 -0.266575 -0.202 0.183 0.015 -1.84
C -5.167358 -4.210391 -1.326535 0.057 0.091 0.144 -1.74
N -3.931525 -2.411265 -0.225382 0.386 -0.178 0.019 -0.15
C -4.829185 -1.407326 -0.156301 0.208 0.181 -0.044 0.51
O -6.036444 -1.567587 -0.112472 -0.238 -0.029 -0.014 -0.68
C -4.230767 -0.033535 -0.167227 -0.059 0.408 0.074 -0.18
C -5.012381 1.022507 -0.623142 0.050 -0.195 0.031 -0.90
C -4.502225 2.304265 -0.656108 0.282 0.062 0.074 -0.61
C -3.205589 2.553271 -0.224177 -0.140 -0.398 -0.106 0.50
C -2.424177 1.504473 0.275006 -0.357 0.250 -0.222 0.49
C -2.946934 0.220932 0.300729 -0.202 0.027 -0.089 -0.73
N -1.143447 1.798208 0.787633 0.060 -0.220 0.158 0.43
C -0.441809 0.813834 1.596178 0.092 -0.094 0.214 -1.96
C 0.145949 -0.347248 0.777948 -0.261 0.191 0.130 1.41
O -0.424824 -1.428770 0.767117 -0.196 -0.308 0.176 -0.78
N 1.268524 -0.136379 0.072716 0.230 -0.096 -0.258 0.19
C 2.132042 1.022006 0.077428 0.308 0.330 0.362 -0.33
C 3.477005 0.636566 0.701132 -0.151 0.222 -0.126 -1.12
N 4.066199 -0.450830 -0.048012 -0.241 -0.057 0.032 0.31
C 5.441852 -0.535558 -0.188960 0.424 -0.148 -0.061 0.19
C 6.163233 0.584844 -0.621783 0.037 -0.124 0.065 -0.22
C 7.527067 0.541660 -0.823652 0.072 0.076 0.025 -0.82
C 8.233380 -0.631579 -0.616403 -0.011 -0.047 0.008 -0.41
C 7.553101 -1.757660 -0.192194 -0.066 0.026 -0.016 -0.62
C 6.190930 -1.698180 0.024490 0.037 0.030 0.049 0.54
F 5.593879 -2.830428 0.485925 0.015 0.203 -0.019 -0.32
C 3.217809 -1.620919 -0.045516 -0.308 -0.084 -0.308 -0.70
C 1.863569 -1.242801 -0.653753 0.014 -0.508 0.001 -1.16
C -0.608195 3.036387 0.658808 0.103 0.302 0.086 0.36
O 0.443995 3.348147 1.191851 -0.089 0.253 -0.021 -0.73
C -1.335030 3.989049 -0.290730 0.605 0.413 -0.320 1.52
C -1.048031 5.435621 0.099887 -0.090 -0.386 0.016 -1.71
C -0.806200 3.680412 -1.702231 -0.217 -0.014 0.256 -1.54
O -2.747309 3.831393 -0.256124 -0.145 -0.031 0.244 -0.55
H -4.276343 -3.884735 2.001926 0.080 0.001 0.098 0.36
H -5.847268 -3.567417 1.254835 -0.079 0.002 0.049 0.40
H -5.174912 -5.202734 1.237262 -0.022 -0.154 0.016 0.45
H -3.094009 -5.662237 -0.185587 -0.030 -0.095 0.004 0.45
H -2.444778 -4.391973 -1.223666 0.074 0.010 -0.117 0.40
H -2.245555 -4.289154 0.529740 0.104 0.014 0.106 0.43
H -6.090059 -3.641882 -1.257950 -0.075 -0.013 -0.039 0.42
H -5.400918 -5.271067 -1.295525 -0.012 -0.160 -0.004 0.43
H -4.686392 -3.983129 -2.275572 0.062 -0.002 -0.106 0.37
H -2.950711 -2.183851 -0.252076 -0.034 0.109 -0.036 0.21
H -6.018384 0.817029 -0.953524 -0.097 -0.018 -0.018 0.48
H -5.089803 3.136090 -1.009659 -0.064 0.107 -0.065 0.49
H -2.358670 -0.581674 0.709475 0.125 -0.046 0.054 0.80
H -1.143275 0.374295 2.311464 0.134 0.006 -0.136 0.45
H 0.337842 1.345418 2.145854 -0.149 -0.080 -0.074 0.64
H 1.699128 1.857939 0.622013 -0.025 -0.129 -0.056 0.44
H 2.293922 1.328635 -0.962425 0.013 0.033 0.068 0.05
H 4.142123 1.497919 0.707654 -0.029 -0.030 0.015 0.56
H 3.304391 0.326712 1.745420 0.011 0.080 -0.006 0.14
H 5.629705 1.502100 -0.818006 -0.090 0.060 -0.050 0.38
H 8.041311 1.430078 -1.157572 0.036 0.081 -0.035 0.37
H 9.298381 -0.670552 -0.779399 0.105 -0.013 -0.018 0.38
H 8.064428 -2.688890 -0.004587 0.021 -0.109 0.027 0.44
H 3.661146 -2.403600 -0.659104 -0.033 0.044 0.085 0.55
H 3.062707 -2.011846 0.971287 0.013 -0.032 -0.069 0.28
H 1.180074 -2.091011 -0.606029 0.099 0.123 -0.060 0.50
H 2.003014 -0.939433 -1.696386 0.020 -0.032 0.042 0.31
H -1.462388 6.105903 -0.647159 -0.061 0.036 -0.097 0.40
H -1.508531 5.651499 1.060475 -0.005 0.043 0.087 0.43
H 0.023757 5.586668 0.181106 0.032 0.034 -0.015 0.35
H 0.267814 3.841323 -1.737080 0.111 0.000 -0.009 0.37
H -1.291234 4.336898 -2.420690 -0.037 0.064 -0.034 0.42
H -1.023054 2.647661 -1.972345 0.014 -0.081 -0.058 0.32
```
Forces are in eV/Å.

Values from the calculation:
largest force on an atom: 0.80 eV/Å
energy relative to the best compared isomer or geometry (same formula, charge and spin): 3.4 kcal/mol
E_tot: -45404.5936 eV
SMILES string: CC(C)(C)NC(=O)c1ccc2c(c1)N(CC(=O)N1CCN(c3ccccc3F)CC1)C(=O)C(C)(C)O2
HOMO energy: -8.177 eV

---

The following is a DFT calculation (ωB97M-V/def2-TZVPD) of a structure of composition C27H33N6O3Rh in a non-equilibrium geometry.

The geometry in XYZ format:
```
70
Properties=species:S:1:pos:R:3:forces:R:3:mulliken_charge:R:1
Rh -0.656386 -0.247305 -0.290404 0.338 -0.982 0.062 0.56
O -3.858211 -1.311502 2.050606 0.140 -0.117 -0.175 -0.79
C -2.778744 -0.946173 1.589362 -0.140 0.113 0.182 -0.14
N -2.238862 -1.187255 0.384405 -0.692 -0.376 0.233 0.15
C -2.846971 -2.074391 -0.552929 0.122 0.273 0.313 0.32
C -3.908470 -2.935165 -0.293339 -0.014 -0.070 -0.121 -0.93
C -4.338724 -3.802386 -1.292391 0.056 0.047 -0.005 -0.64
C -3.721909 -3.813689 -2.534453 0.029 0.053 0.072 -0.70
C -2.673041 -2.942278 -2.804991 -0.157 -0.093 -0.005 -0.78
C -2.247813 -2.067956 -1.815135 0.329 0.410 -0.079 0.44
N -1.176328 -1.141192 -1.950814 -0.204 -0.366 -0.755 0.13
C -0.748143 -0.724447 -3.155320 0.107 0.167 -0.193 -0.14
O -1.202708 -0.959781 -4.272208 0.051 -0.127 0.256 -0.77
C 0.489061 0.142762 -3.052691 -0.358 -0.223 0.066 0.52
C 1.074558 0.653196 -4.198873 0.031 -0.011 0.028 -0.68
C 2.231467 1.399344 -4.072430 0.003 0.005 -0.004 -0.59
C 2.778871 1.565227 -2.807817 -0.039 -0.071 -0.010 -1.03
C 2.126836 1.008713 -1.721089 0.084 -0.151 -0.056 0.17
N 0.982466 0.331084 -1.829682 -0.046 0.568 0.521 0.41
C -1.875225 -0.133640 2.483238 -0.070 -0.072 -0.199 0.44
C -2.272122 0.129228 3.786391 -0.016 -0.034 -0.078 -0.56
C -1.421754 0.835482 4.610818 0.021 0.035 0.060 -0.49
C -0.196756 1.243217 4.102941 -0.014 -0.031 -0.019 -1.16
C 0.114672 0.935972 2.791541 -0.113 -0.125 0.094 -0.34
N -0.705716 0.261912 1.980677 0.390 0.423 -0.340 0.53
H -4.387840 -2.921534 0.669322 -0.006 0.001 0.041 0.48
H -5.163608 -4.472218 -1.086460 -0.003 -0.009 -0.012 0.40
H -4.056362 -4.495371 -3.305662 -0.012 -0.006 0.003 0.39
H -2.199440 -2.930954 -3.772394 -0.004 0.022 -0.011 0.46
H 0.598167 0.440791 -5.145027 0.006 0.021 -0.012 0.53
H 2.707324 1.831513 -4.943205 0.013 -0.009 0.004 0.42
H 3.700560 2.110398 -2.657044 0.007 0.008 -0.015 0.46
H 2.545656 1.067309 -0.731423 -0.131 -0.084 -0.313 0.38
H -3.239012 -0.238955 4.097207 0.002 0.011 0.012 0.53
H -1.702894 1.061599 5.631243 0.011 0.001 0.001 0.43
H 0.514827 1.790050 4.706299 -0.011 0.008 0.004 0.45
H 1.063328 1.224804 2.386086 0.022 -0.004 -0.023 0.65
C 2.872804 2.058099 1.170166 -0.006 0.029 0.141 -1.21
N 3.563538 0.827630 1.509020 0.169 -0.039 0.055 0.38
C 4.996678 0.992932 1.695790 -0.052 -0.017 0.016 -1.24
C 2.959406 -0.409991 1.411532 -0.112 -0.343 0.110 0.59
O 1.907493 -0.609226 0.813124 0.314 0.461 0.033 -0.32
N 3.630541 -1.461924 2.007703 0.165 0.073 -0.030 0.02
C 3.162347 -2.790495 1.646975 -0.045 0.009 0.023 -0.97
C 4.120177 -1.374523 3.375711 -0.006 0.000 -0.048 -1.19
H 2.862365 2.740119 2.024875 -0.002 -0.001 0.025 0.38
H 1.851359 1.851530 0.862471 0.078 0.057 0.014 0.28
H 3.382544 2.563548 0.345331 0.000 0.049 0.056 0.37
H 5.377561 1.666133 0.923768 0.005 -0.012 -0.003 0.39
H 5.504712 0.039752 1.596198 -0.001 -0.057 0.026 0.39
H 5.240869 1.429971 2.667889 -0.013 -0.005 0.013 0.33
H 2.926516 -2.828120 0.588158 0.005 0.005 -0.011 0.26
H 2.265389 -3.069652 2.208654 -0.009 -0.010 -0.007 0.33
H 3.955091 -3.506369 1.865354 -0.006 0.001 0.009 0.33
H 4.147205 -0.346790 3.720348 0.009 0.096 -0.019 0.39
H 5.121912 -1.800609 3.463664 -0.003 0.003 -0.007 0.30
H 3.451516 -1.930247 4.040615 0.008 0.004 0.015 0.38
C -2.448248 3.339586 -1.970673 -0.063 0.003 -0.039 -1.80
C -2.338538 1.815988 -1.859049 0.035 0.035 0.005 1.39
C -3.722927 1.179732 -1.903754 -0.002 0.000 0.008 -1.74
C -1.591355 1.477851 -0.575244 -0.188 0.234 0.079 -0.95
H -2.989184 3.620329 -2.877024 -0.006 0.005 0.011 0.44
H -1.463670 3.810946 -2.004985 0.007 -0.008 0.002 0.41
H -2.992356 3.752202 -1.116526 0.009 -0.008 0.010 0.36
H -1.775354 1.478258 -2.730989 0.058 -0.032 0.003 -0.16
H -4.373664 1.646694 -1.158331 0.002 -0.020 0.011 0.41
H -3.689457 0.112502 -1.694425 0.017 -0.035 -0.017 0.37
H -4.182121 1.311958 -2.884757 -0.013 0.029 0.006 0.38
H -2.281303 1.542020 0.273942 -0.019 0.232 -0.046 0.70
H -0.762598 2.183758 -0.419886 -0.069 0.056 0.032 0.48
```
Forces are in eV/Å.

Values from the calculation:
largest force on an atom: 1.04 eV/Å
energy relative to the best compared isomer or geometry (same formula, charge and spin): 24.0 kcal/mol
E_tot: -46627.1772 eV
HOMO energy: -6.994 eV

---

The following is a DFT calculation (ωB97M-V/def2-TZVPD) of the molecule C27H33NO4.

The geometry in XYZ format:
```
65
Properties=species:S:1:pos:R:3:forces:R:3:mulliken_charge:R:1
C -9.182282 -1.827624 -0.311224 0.137 0.162 -0.159 -1.30
C -7.833108 -1.220586 -0.675196 -0.056 -0.241 0.274 -0.27
C -6.720571 -1.715915 0.245493 0.079 0.334 -0.397 -0.74
C -5.366657 -1.109477 -0.113671 -0.088 -0.323 0.394 -0.23
C -4.254001 -1.594191 0.812257 0.095 0.312 -0.342 -1.20
C -2.913658 -0.963817 0.446259 -0.120 -0.225 0.327 1.28
C -1.792959 -1.407287 1.394816 -0.174 0.200 -0.257 -2.47
C -0.460861 -0.835580 1.004674 0.139 -0.543 -0.196 1.11
C 0.354906 -1.543103 0.185032 -0.157 0.110 0.126 -1.22
C 1.659377 -1.101786 -0.208810 0.357 -0.004 -0.169 1.39
C 2.488349 -1.824600 -1.015294 -0.410 -0.164 -0.008 -1.11
C 3.827133 -1.422329 -1.304292 0.192 0.070 0.171 0.23
O 4.659269 -2.128262 -1.848272 -0.058 0.146 -0.001 -0.70
C 4.217006 0.028785 -0.937966 0.307 0.006 -0.152 1.48
C 4.086709 0.882878 -2.203147 0.218 -0.095 0.282 -1.82
O 5.597193 0.044962 -0.553580 -0.223 0.318 -0.505 -0.44
C 5.829238 -0.571945 0.602308 0.350 -0.220 0.491 0.92
C 7.298082 -0.624085 0.913367 -0.198 0.001 0.035 -1.35
O 4.949715 -1.028249 1.292306 0.008 -0.075 -0.067 -0.54
C 3.401146 0.690975 0.169176 0.191 0.305 0.130 0.19
O 3.821694 1.667281 0.756426 -0.092 -0.129 -0.179 -0.71
C 2.064556 0.140480 0.393302 -0.635 0.149 0.402 -0.04
C 1.209989 0.801881 1.219156 0.547 -0.063 -0.375 -0.61
N -0.048023 0.389737 1.492340 0.190 -0.215 -0.017 0.21
C -0.884960 1.305585 2.243317 -0.224 0.593 0.278 -1.02
C -1.116145 2.630817 1.489731 -0.089 -0.266 0.011 -1.37
C -1.887786 2.424931 0.216354 0.024 0.158 0.032 0.32
C -1.246273 1.984808 -0.935610 -0.026 0.026 0.035 -0.05
C -1.966633 1.746049 -2.092361 0.028 -0.052 -0.070 -0.85
C -3.334856 1.956081 -2.116868 -0.055 -0.023 -0.060 -0.43
C -3.979922 2.411751 -0.980055 -0.080 0.001 0.011 -0.55
C -3.260689 2.639072 0.180441 0.065 0.046 -0.001 -0.24
H -9.455779 -1.566435 0.708844 -0.076 -0.004 0.109 0.32
H -9.959346 -1.463063 -0.978799 -0.149 -0.023 -0.014 0.39
H -9.145385 -2.912100 -0.387577 -0.049 -0.125 0.012 0.32
H -7.895629 -0.131751 -0.610847 0.043 0.054 -0.071 0.29
H -7.586089 -1.476537 -1.707951 0.038 0.071 -0.057 0.34
H -6.657788 -2.804643 0.180963 -0.018 -0.084 0.069 0.37
H -6.968572 -1.460814 1.278682 -0.019 -0.055 0.089 0.34
H -5.429886 -0.020225 -0.056932 0.014 0.064 -0.065 0.04
H -5.114622 -1.368351 -1.144433 0.019 0.053 -0.099 0.41
H -4.507658 -1.338184 1.844139 -0.021 -0.048 0.097 0.36
H -4.177548 -2.681992 0.751980 -0.010 -0.094 0.074 0.39
H -2.643471 -1.244529 -0.573494 0.044 0.056 -0.055 0.44
H -3.014133 0.120972 0.467145 0.025 0.022 -0.086 -0.81
H -2.049290 -1.149291 2.423779 0.019 -0.056 0.035 0.42
H -1.714769 -2.494864 1.349707 0.070 0.040 0.060 0.63
H 0.022386 -2.503430 -0.176957 -0.120 -0.112 0.043 0.48
H 2.184958 -2.793594 -1.381614 -0.056 -0.102 -0.059 0.45
H 4.720346 0.458542 -2.977976 -0.012 -0.067 -0.057 0.46
H 3.052875 0.888344 -2.540963 -0.094 0.004 -0.049 0.33
H 4.409557 1.899028 -1.988024 -0.023 0.070 0.030 0.41
H 7.444259 -0.893170 1.954725 -0.023 -0.004 0.001 0.37
H 7.754074 0.337055 0.694498 0.070 0.041 -0.019 0.32
H 7.754962 -1.377551 0.274722 0.048 -0.030 -0.056 0.31
H 1.542856 1.717039 1.687830 -0.020 0.077 0.018 0.56
H -0.395305 1.523110 3.198962 -0.105 -0.099 -0.042 0.40
H -1.849588 0.845409 2.445006 0.109 -0.033 0.022 0.47
H -0.155630 3.096420 1.264969 0.004 0.055 0.092 0.53
H -1.668894 3.296209 2.155103 0.068 0.036 0.015 0.58
H -0.176304 1.832916 -0.930685 0.128 -0.025 0.000 0.59
H -1.456169 1.399230 -2.978318 0.046 -0.033 -0.086 0.43
H -3.895981 1.772412 -3.020508 -0.049 -0.013 -0.089 0.42
H -5.044969 2.590454 -0.996550 -0.096 0.011 -0.003 0.43
H -3.769306 2.988792 1.068189 -0.049 0.053 0.099 0.36
```
Forces are in eV/Å.

Values from the calculation:
largest force on an atom: 0.77 eV/Å
energy relative to the best compared isomer or geometry (same formula, charge and spin): 23.8 kcal/mol
E_tot: -38215.7096 eV
SMILES string: CCCCCCCC1=CC2=CC(=O)[C@](C)(OC(C)=O)C(=O)C2=CN1CCc1ccccc1
HOMO energy: -7.537 eV

---

Kohn-Sham gap across the listed records, respectively: 0.3202, 0.2607, 0.2839 Ha.